# 1
An isolated ion of composition C3H5O3S3 and charge -1 at a distorted geometry, computed with ωB97M-V/def2-TZVPD.

Values from the calculation:
LUMO = 3.1 eV
SMILES = O=S1(=O)C[C@H](S)[C@@H]([S-])O1
energy above the lowest of the compared OMol25 structures with the same formula, charge and spin = 4.2 kcal/mol
orbital gap = 0.2408 Ha
energy = -41840.6469 eV
charge = -1

Geometry (Å):
H  -1.67910  1.30335  -1.39994
O  -1.69718  -0.73856  -1.05527
C  0.68540  -0.89040  -0.01818
C  0.06115  0.57576  -0.04276
H  1.34191  -1.08192  -0.81296
S  -0.82569  -1.81453  -0.20254
S  -0.69378  1.08680  1.48112
S  0.02192  0.45967  -2.75391
H  1.36059  -1.31500  0.72384
C  -0.85710  0.50211  -1.24627
H  0.97679  1.17722  -0.20111
H  -1.58625  0.12926  1.57046
O  -0.68370  -3.01835  -0.89664
O  -1.52670  -1.93766  1.05650

Mulliken atomic charge list, values in e, 8 entries: atom 1 (H): 0.178, atom 2 (O): -0.320, atom 3 (C): -0.836, atom 4 (C): -0.138, atom 5 (H): 0.407, atom 6 (S): 1.003, atom 7 (S): -0.242, atom 8 (S): -0.532

# 2
C3H5O3Sm as an isolated structure at a distorted geometry, computed with ωB97M-V/def2-TZVPD.

Values from the calculation:
LUMO (spin up / spin down) = 0.0 / -0.2 eV
energy above the lowest of the compared OMol25 structures with the same formula, charge and spin = 34.6 kcal/mol
orbital gap (spin up / spin down) = 0.1888 / 0.2827 Ha
spin multiplicity = 8
energy = -27234.9492 eV
charge = 0

Geometry (Å):
C  0.26611  -1.10533  0.40777
O  -1.11295  -0.76797  0.03645
O  -0.72644  1.37773  0.61517
H  2.23024  -0.79261  -0.26436
H  -1.27453  2.13578  0.85899
H  1.10599  -0.84718  -1.57549
H  0.40445  -0.80766  1.45680
O  -2.42029  0.86881  -0.75225
H  0.24795  -2.20316  0.35064
Sm  1.53775  2.10425  -0.49030
C  1.22235  -0.44272  -0.55599
C  -1.48063  0.48006  -0.08743

Mulliken atomic charge list, values in e, 8 entries: atom 1 (C): -0.149, atom 2 (O): -0.304, atom 3 (O): -0.482, atom 4 (H): 0.375, atom 5 (H): 0.320, atom 6 (H): 0.257, atom 7 (H): 0.257, atom 8 (O): -0.569

# 3
A 2-piece molecular cluster, C3H5O4P overall at a distorted geometry, computed with ωB97M-V/def2-TZVPD.

Values from the calculation:
LUMO (spin up / spin down) = 6.9 / 6.9 eV
energy above the lowest of the compared OMol25 structures with the same formula, charge and spin = 52.4 kcal/mol
orbital gap (spin up / spin down) = 0.2316 / 0.2315 Ha
energy = -20669.0612 eV
charge = -2

Geometry (Å):
C  0.82377  -0.06149  0.27627
P  -1.83512  -0.20645  0.03887
H  2.37055  1.37245  0.73037
C  -0.22587  0.81295  -0.29519
C  1.93388  0.39109  0.95860
O  -0.10122  2.02274  -0.38694
O  -1.77998  -0.38559  1.53833
H  -0.52787  -1.12142  -1.10555
H  0.63038  -0.03323  -2.07204
H  2.66683  -0.42608  1.23813
O  -1.36019  -1.58558  -0.80269
O  -3.10860  0.29494  -0.60027
H  0.51345  -1.07433  0.48210

Mulliken atomic charge list, values in e, 8 entries: atom 1 (C): 0.088, atom 2 (P): 0.925, atom 3 (H): 0.268, atom 4 (C): -0.604, atom 5 (C): -0.799, atom 6 (O): -0.457, atom 7 (O): -0.712, atom 8 (H): 0.200

# 4
C3H5O4Sc as an isolated structure at a distorted geometry, computed with ωB97M-V/def2-TZVPD.

Values from the calculation:
LUMO (spin up / spin down) = -5.9 / -6.0 eV
energy above the lowest of the compared OMol25 structures with the same formula, charge and spin = 1.0 kcal/mol
orbital gap (spin up / spin down) = 0.2536 / 0.3055 Ha
spin multiplicity = 2
energy = -32074.4946 eV
charge = +1

Geometry (Å):
C  0.18360  -1.52329  -0.20527
O  -0.32774  -0.53665  -0.92874
Sc  2.64924  0.65122  -0.06874
O  0.91046  0.98401  0.74372
C  -0.33216  1.48154  0.39882
H  -0.29177  2.35790  -0.27805
H  -0.89850  1.81274  1.29212
O  -0.38046  -2.17643  0.64514
H  -1.76534  -0.13115  0.49280
O  1.37523  -1.85016  -0.73378
H  1.90171  -2.30686  -0.06634
C  -1.18020  0.40604  -0.26382
H  -1.84407  0.83108  -1.02787

Mulliken atomic charge list, values in e, 8 entries: atom 1 (C): 0.744, atom 2 (O): -0.303, atom 3 (Sc): 1.275, atom 4 (O): -0.593, atom 5 (C): -0.230, atom 6 (H): 0.273, atom 7 (H): 0.256, atom 8 (O): -0.486

# 5
An isolated ion of composition C3H5O5P and charge -2 at a distorted geometry, computed with ωB97M-V/def2-TZVPD.

Values from the calculation:
LUMO = 6.9 eV
SMILES = C[P@@](=O)([O-])[C@@H](O)C(=O)[O-]
energy above the lowest of the compared OMol25 structures with the same formula, charge and spin = 19.7 kcal/mol
orbital gap = 0.2640 Ha
energy = -22719.7541 eV
charge = -2

Geometry (Å):
O  0.43979  -2.07511  -1.92009
O  -0.33092  -2.07566  0.97534
O  -0.93341  0.49457  -2.58412
C  0.73642  -0.83776  -1.37545
H  -0.25561  -2.42674  -1.29757
C  0.13872  0.54300  -1.95616
H  -1.41370  0.54189  0.26591
C  -0.57653  0.64551  0.91806
O  1.78214  -0.71096  1.32444
H  -0.30105  1.71589  1.03010
H  1.77995  -0.74089  -1.36442
O  0.80034  1.51765  -1.64961
H  -0.85669  0.31607  1.90745
P  0.48370  -0.88152  0.56356

Mulliken atomic charge list, values in e, 8 entries: atom 1 (O): -0.538, atom 2 (O): -0.840, atom 3 (O): -0.759, atom 4 (C): -0.073, atom 5 (H): 0.377, atom 6 (C): 0.331, atom 7 (H): 0.312, atom 8 (C): -1.166

# 6
A 2-piece molecular cluster, C3H5OP overall at a distorted geometry, computed with ωB97M-V/def2-TZVPD.

Values from the calculation:
LUMO = 0.2 eV
SMILES = C=C=P.C=O
energy above the lowest of the compared OMol25 structures with the same formula, charge and spin = 59.2 kcal/mol
orbital gap = 0.3501 Ha
energy = -14524.4608 eV
charge = 0

Geometry (Å):
H  1.47646  -0.84033  1.79376
H  -0.89373  2.79886  0.08134
H  0.22924  1.95063  1.12874
C  -0.55044  1.90386  0.39574
C  -1.12448  0.76548  0.21665
H  -0.77864  -0.81918  -1.16902
P  -1.67270  -0.81964  0.04806
O  1.71922  -0.48867  -0.14986
H  0.61172  -2.02589  0.49358
C  1.21960  -1.13524  0.72130

Mulliken atomic charge list, values in e, 8 entries: atom 1 (H): 0.266, atom 2 (H): 0.321, atom 3 (H): 0.231, atom 4 (C): -0.375, atom 5 (C): 0.079, atom 6 (H): 0.074, atom 7 (P): -0.262, atom 8 (O): -0.368

# 7
A 2-piece molecular cluster, C3H5P overall at a distorted geometry, computed with ωB97M-V/def2-TZVPD.

Values from the calculation:
LUMO = -0.4 eV
SMILES = C#CP=C.[H][H]
energy above the lowest of the compared OMol25 structures with the same formula, charge and spin = 58.7 kcal/mol
orbital gap = 0.3258 Ha
energy = -12476.0931 eV
charge = 0

Geometry (Å):
H  -1.53850  -2.08339  1.31086
C  0.24953  1.48778  0.28702
H  2.02330  -1.22543  -1.41932
C  -0.73976  2.20433  0.30873
H  0.02535  -1.23494  -0.94103
C  1.05706  -0.87491  -0.90983
H  -1.43420  2.91589  0.42251
H  -1.22684  -1.61516  0.95086
P  1.58405  0.42583  -0.00979

Mulliken atomic charge list, values in e, 8 entries: atom 1 (H): 0.143, atom 2 (C): -0.639, atom 3 (H): 0.217, atom 4 (C): 0.309, atom 5 (H): 0.242, atom 6 (C): -0.407, atom 7 (H): 0.457, atom 8 (H): -0.160

# 8
A 3-piece molecular cluster, C3H5P overall at a distorted geometry, computed with ωB97M-V/def2-TZVPD.

Values from the calculation:
LUMO (spin up / spin down) = -0.2 / -0.4 eV
energy above the lowest of the compared OMol25 structures with the same formula, charge and spin = 87.4 kcal/mol
orbital gap (spin up / spin down) = 0.2649 / 0.2538 Ha
energy = -12474.8460 eV
charge = 0

Geometry (Å):
H  0.11673  1.48331  -0.71838
P  -2.11373  0.23589  -0.29119
H  -0.30170  1.89088  0.95174
C  -0.78068  -1.12657  -0.27348
H  2.42269  -1.04835  0.26380
H  -1.12403  -2.09646  -0.49009
C  -0.38815  1.17647  0.15226
C  -0.05371  -0.26082  0.41385
H  2.22258  -0.25436  -0.00850

Mulliken atomic charge list, values in e, 8 entries: atom 1 (H): 0.252, atom 2 (P): -0.026, atom 3 (H): 0.317, atom 4 (C): -0.130, atom 5 (H): 0.121, atom 6 (H): 0.456, atom 7 (C): -0.445, atom 8 (C): -0.460